17
Properties=species:S:1:pos:R:3 method="wB97M-V/def2-TZVPD" multiplicity=1 homo_energy_ev=-12.973 homo_lumo_gap_ha=0.359 relative_energy_kcal_mol=2.3 charge=+1
C -0.83 1.67 0.12
C -0.21 0.47 0.47
C -1.01 1.82 -1.28
C -0.37 -0.36 -1.63
N -0.01 -0.53 -0.39
N -0.86 0.76 -2.11
N -1.39 2.93 -1.91
N 1.39 -2.32 0.85
Cl -0.10 -1.60 -2.64
H -0.94 2.48 0.83
H -0.01 0.30 1.46
H 0.74 -1.64 0.13
H 1.71 -3.18 0.43
H -1.49 3.80 -1.26
H -1.25 2.98 -2.92
H 2.24 -1.76 1.27
H 0.78 -2.52 1.56

=====

20
Properties=species:S:1:pos:R:3 method="wB97M-V/def2-TZVPD" multiplicity=1 homo_energy_ev=-12.663 homo_lumo_gap_ha=0.291 relative_energy_kcal_mol=0.0 charge=+1
C -1.44 -0.07 -0.72
C 0.83 -0.79 -0.78
C 1.11 1.57 -0.28
N -0.37 -0.86 -1.13
N -1.22 0.97 0.02
N 1.46 0.30 -0.11
N -2.63 -0.52 -1.13
N 1.33 2.51 0.61
N 0.63 -2.24 1.16
Cl 0.65 2.07 -1.85
Cl -2.52 1.88 0.64
Cl 2.63 -0.06 1.13
H 1.52 -1.56 -1.11
H -2.68 -1.35 -1.70
H -3.46 -0.03 -0.87
H 1.54 2.27 1.57
H 1.08 3.47 0.41
H -0.35 -2.14 1.38
H 1.13 -2.29 2.04
H 0.75 -3.13 0.70

=====

81
Properties=species:S:1:pos:R:3 method="wB97M-V/def2-TZVPD" multiplicity=1 homo_energy_ev=-6.083 homo_lumo_gap_ha=0.145
Pt 0.21 -0.12 0.16
N 2.27 0.15 0.41
C 2.76 1.42 0.03
C 4.03 1.61 -0.50
C 4.47 2.88 -0.82
C 3.66 3.98 -0.59
C 2.39 3.81 -0.07
C 1.94 2.53 0.23
P 0.22 2.12 0.69
C -0.06 2.56 2.43
C 0.97 2.91 3.29
C 0.70 3.08 4.64
C -0.59 2.89 5.11
C -1.61 2.54 4.25
C -1.35 2.36 2.90
C -0.63 3.40 -0.25
C -0.99 4.62 0.32
C -1.41 5.65 -0.50
C -1.48 5.47 -1.87
C -1.14 4.26 -2.44
C -0.71 3.22 -1.63
H 2.91 -0.60 0.12
H 2.30 0.15 1.59
H 4.67 0.75 -0.67
H 5.46 3.01 -1.23
H 4.02 4.97 -0.83
H 1.74 4.66 0.09
H 1.98 3.03 2.92
H 1.50 3.33 5.31
H -0.80 2.98 6.17
H -2.61 2.37 4.62
H -2.13 2.05 2.22
H -0.91 4.75 1.39
H -1.68 6.61 -0.06
H -1.79 6.29 -2.50
H -1.19 4.12 -3.51
H -0.43 2.26 -2.04
O -4.74 -2.02 2.06
C -3.54 -2.58 2.12
C -3.42 -3.85 2.59
C -2.16 -4.48 2.72
C -1.05 -3.94 2.19
C -1.07 -2.65 1.45
C -2.27 -1.76 1.84
C -2.61 -0.54 0.88
O -3.69 0.02 1.05
O -1.82 -0.18 -0.04
H -4.64 -1.08 1.74
H -4.32 -4.36 2.91
H -2.11 -5.43 3.23
H -0.09 -4.44 2.26
H -0.17 -2.10 1.75
O 2.37 0.24 2.95
C 1.24 -0.07 3.47
N 0.16 -0.40 2.71
C -0.85 -0.72 3.53
O -2.05 -1.17 3.15
C -0.47 -0.59 4.89
C -1.12 -0.79 6.10
C -0.42 -0.55 7.26
C 0.91 -0.11 7.23
C 1.58 0.08 6.04
C 0.89 -0.16 4.86
H -2.14 -1.13 6.12
H -0.90 -0.71 8.22
H 1.42 0.09 8.16
H 2.61 0.39 6.02
F -0.72 -6.73 -1.99
C 0.45 -6.18 -1.62
F 1.29 -6.38 -2.64
F 0.90 -6.92 -0.59
C 0.32 -4.73 -1.25
C 1.32 -3.82 -1.69
C 1.20 -2.50 -1.31
N 0.22 -2.01 -0.57
C -0.86 -2.87 -0.12
C -0.71 -4.30 -0.50
H 2.13 -4.15 -2.32
H 1.94 -1.79 -1.65
H -1.80 -2.51 -0.58
H -1.47 -4.98 -0.14

=====

13
Properties=species:S:1:pos:R:3 method="wB97M-V/def2-TZVPD" multiplicity=1 homo_energy_ev=-9.728 homo_lumo_gap_ha=0.354 relative_energy_kcal_mol=84.3
C -0.11 1.65 0.74
C 1.31 -0.14 0.25
C -0.17 -0.77 -0.10
N -0.38 -1.02 -1.43
O 1.36 0.68 1.23
N -0.95 -1.09 0.86
O 2.17 -0.43 -0.57
H -1.04 -1.75 -1.66
H 0.47 -1.05 -1.98
H -1.74 -1.66 0.53
H -0.74 1.41 1.59
H 0.46 2.57 0.74
H -0.63 1.59 -0.21

=====

26
Properties=species:S:1:pos:R:3 method="wB97M-V/def2-TZVPD" multiplicity=1 homo_energy_ev=-12.465 homo_lumo_gap_ha=0.280 relative_energy_kcal_mol=87.7 charge=+1
C 1.39 3.27 -0.99
C 1.73 2.03 -1.55
C 0.19 3.40 -0.22
C 0.78 0.99 -1.53
C -0.65 2.26 -0.12
C -0.38 1.06 -0.79
C -0.58 -1.05 1.14
C 0.10 -0.15 2.06
C -2.21 -0.71 -1.16
C -1.21 -0.16 -0.55
C -0.21 -3.34 0.27
N 0.85 -2.27 2.11
N -0.06 -2.22 1.22
O 0.03 0.98 2.38
O 1.14 -1.05 2.64
H 2.13 4.09 -1.32
H 2.58 1.94 -2.22
H -0.19 4.29 0.27
H 0.91 0.18 -2.18
H -1.47 2.45 0.57
H -2.72 -1.65 -0.94
H -2.56 -0.15 -1.97
H -0.83 -3.02 -0.59
H -0.65 -4.17 0.84
H 0.81 -3.86 -0.02
H 1.06 -3.15 2.67

=====

21
Properties=species:S:1:pos:R:3 method="wB97M-V/def2-TZVPD" multiplicity=1 homo_energy_ev=-10.287 homo_lumo_gap_ha=0.411 relative_energy_kcal_mol=26.2
C 3.13 1.82 -1.66
C 1.16 -1.05 -1.79
C -0.06 -0.38 -1.35
C -1.25 1.33 -0.02
C 1.02 0.56 0.74
C -0.95 -0.99 0.89
C -0.29 0.13 0.08
O 2.79 2.68 -2.31
O 0.87 0.27 -2.16
H -0.99 -0.64 -1.85
H 1.99 -1.16 -1.11
H 1.11 -1.78 -2.58
H -1.36 1.80 0.96
H -2.23 1.00 -0.35
H -0.86 2.06 -0.72
H 0.82 1.13 1.64
H 1.63 -0.30 1.00
H 1.60 1.19 0.06
H -0.24 -1.79 1.09
H -1.80 -1.40 0.36
H -1.30 -0.59 1.85

=====

18
Properties=species:S:1:pos:R:3 method="wB97M-V/def2-TZVPD" smiles=CCO.CSC multiplicity=1 homo_energy_ev=-8.431 homo_lumo_gap_ha=0.336 relative_energy_kcal_mol=55.2
C 3.26 1.14 0.36
C 2.49 1.46 -0.91
O 2.66 0.52 -1.92
H 3.89 0.27 0.18
H 3.98 1.90 0.56
H 2.48 1.02 0.97
H 3.03 2.31 -1.41
H 1.55 1.76 -0.70
H 1.73 0.30 -2.25
C -0.98 0.02 1.10
S -2.00 -1.36 0.78
C -3.45 -0.79 -0.11
H -1.17 0.44 2.20
H -1.35 0.73 0.40
H 0.10 -0.13 1.05
H -3.37 0.05 -0.82
H -4.03 -1.60 -0.61
H -4.04 -0.46 0.66

=====

19
Properties=species:S:1:pos:R:3 method="wB97M-V/def2-TZVPD" multiplicity=1 homo_energy_ev=-4.511 homo_lumo_gap_ha=0.309 relative_energy_kcal_mol=17.6 charge=-1
C -1.55 2.21 -3.20
C -0.65 1.30 -2.29
O 0.21 0.62 -2.85
O -0.89 1.51 -1.06
H -1.30 2.55 -4.20
H -2.12 2.92 -2.59
H -2.32 1.45 -3.50
C 1.65 -2.83 2.13
C -0.17 0.27 2.09
C 0.91 -1.53 1.91
C 0.52 -1.19 0.64
N 0.51 -0.64 2.84
N -0.26 -0.04 0.81
H -0.43 1.22 2.51
H -0.61 0.59 -0.07
H 0.62 -1.55 -0.37
H 1.50 -3.29 3.12
H 2.74 -2.74 2.19
H 1.44 -3.54 1.34

=====

15
Properties=species:S:1:pos:R:3 method="wB97M-V/def2-TZVPD" multiplicity=1 homo_energy_ev=-9.889 homo_lumo_gap_ha=0.393 relative_energy_kcal_mol=58.1
C -1.59 0.03 -0.02
C 0.51 -1.20 0.68
C 0.67 -0.54 -1.23
C -0.08 0.06 -0.01
C 0.34 1.41 0.52
O -2.33 0.27 -0.93
O 1.11 -1.61 -0.51
H -2.11 -0.16 1.02
H 1.10 -0.93 1.50
H -0.27 -1.88 0.93
H 0.02 -0.90 -2.00
H 1.41 0.07 -1.75
H 1.39 1.79 0.46
H 0.04 1.46 1.57
H -0.22 2.13 -0.22

=====

38
Properties=species:S:1:pos:R:3 method="wB97M-V/def2-TZVPD" multiplicity=1 homo_energy_ev=-3.631 homo_lumo_gap_ha=0.210 relative_energy_kcal_mol=11.9 charge=-1
Pb -0.46 -1.46 -2.47
O 3.04 -2.24 0.71
C 2.03 -1.70 0.00
O 2.24 -1.09 -1.02
C 0.74 -1.69 0.75
C 0.74 -2.01 2.09
C -0.42 -1.85 2.82
C -1.52 -1.32 2.20
C -1.45 -1.03 0.84
N -0.37 -1.25 0.11
C -2.63 -0.30 0.23
O -3.82 -0.82 0.46
O -2.46 0.77 -0.29
H 3.82 -2.17 0.15
H 1.65 -2.37 2.54
H -0.45 -2.11 3.87
H -2.45 -1.16 2.73
H -3.77 -1.77 0.78
Se -3.41 -4.35 1.02
Sb -3.17 -4.80 -1.38
Se -2.92 -2.44 -2.45
Se 0.78 -3.91 -2.02
Se -0.68 -5.69 -1.74
N 0.64 3.44 -2.60
C 0.24 2.15 -2.85
N 0.28 1.39 -1.80
C 0.73 2.22 -0.77
C 0.96 1.94 0.57
C 1.43 2.96 1.38
C 1.66 4.25 0.87
C 1.43 4.55 -0.46
C 0.96 3.51 -1.26
H 0.66 4.19 -3.27
H -0.07 1.83 -3.84
H 0.78 0.95 0.97
H 1.62 2.77 2.43
H 2.03 5.02 1.54
H 1.60 5.55 -0.85

=====

14
Properties=species:S:1:pos:R:3 method="wB97M-V/def2-TZVPD" multiplicity=6 homo_energy_ev="-7.483 / -8.590" homo_lumo_gap_ha="0.253 / 0.302" relative_energy_kcal_mol=0.0
Cr -1.25 -2.08 2.90
Cl -2.68 0.18 3.16
C -1.67 0.59 -0.67
O -0.21 0.38 -0.58
C 0.37 -0.49 0.33
O -0.12 -1.05 1.27
O 1.75 -0.62 0.21
C 2.39 0.09 -0.91
H -2.27 -0.20 -1.12
H -1.82 1.50 -1.25
H -2.08 0.81 0.31
H 1.95 1.06 -1.12
H 2.19 -0.41 -1.86
H 3.45 0.22 -0.68

=====

141
Properties=species:S:1:pos:R:3 method="wB97M-V/def2-TZVPD" smiles=CC1(C)CCCC(C)(C)N1O.CC1(C)CCCC(C)(C)N1O.CC1(C)CCCC(C)(C)N1O.CC1(C)CCCC(C)(C)N1O.CO.CO.CO.O multiplicity=1 homo_energy_ev=-8.524 homo_lumo_gap_ha=0.333 relative_energy_kcal_mol=50.0
C 5.47 1.44 4.03
C 3.90 1.26 3.97
C 3.20 2.57 4.31
C 3.54 0.91 2.45
C 3.94 -0.47 2.05
C 3.24 -1.46 2.91
C 3.70 -1.24 4.35
C 2.70 -2.13 5.27
C 5.12 -1.75 4.69
N 3.37 0.16 4.70
O 3.44 0.36 6.07
H 5.80 2.30 3.49
H 5.84 1.50 5.08
H 6.07 0.60 3.60
H 2.22 2.45 4.11
H 3.31 2.81 5.36
H 3.60 3.31 3.62
H 2.42 0.91 2.37
H 3.89 1.62 1.71
H 3.61 -0.61 1.01
H 5.02 -0.58 2.12
H 3.59 -2.48 2.62
H 2.17 -1.39 2.84
H 3.14 -2.05 6.28
H 2.60 -3.15 4.90
H 1.69 -1.68 5.34
H 5.14 -1.79 5.78
H 5.93 -1.14 4.33
H 5.26 -2.79 4.39
H 4.39 0.30 6.33
C -0.09 -3.32 -2.43
C 0.62 -4.36 -1.49
C 0.49 -5.67 -2.21
C 2.05 -3.99 -1.19
C 2.62 -4.65 0.10
C 1.63 -4.46 1.30
C 0.19 -4.95 1.06
C 0.15 -6.56 1.09
C -0.87 -4.45 2.12
N -0.19 -4.40 -0.23
O -1.53 -4.93 -0.53
H -1.20 -3.46 -2.31
H 0.20 -2.35 -2.14
H 0.25 -3.48 -3.46
H -0.56 -5.76 -2.47
H 1.09 -5.46 -3.14
H 0.96 -6.52 -1.70
H 2.62 -4.27 -2.08
H 2.19 -2.89 -1.06
H 2.78 -5.70 -0.06
H 3.55 -4.16 0.24
H 1.58 -3.39 1.54
H 2.05 -5.03 2.13
H 0.51 -6.84 2.09
H 0.88 -6.98 0.34
H -0.88 -6.74 0.98
H -0.82 -3.30 2.16
H -0.60 -4.98 3.06
H -1.92 -4.72 1.96
H -1.35 -5.87 -0.75
C -1.35 6.30 0.77
C -1.26 4.83 1.01
C -0.53 4.08 -0.11
C -0.67 4.59 2.42
C -0.83 3.24 2.99
C -2.31 2.94 3.04
C -3.03 3.00 1.72
C -2.54 1.82 0.88
C -4.53 2.87 1.96
N -2.67 4.43 1.19
O -3.28 4.61 -0.12
H -0.34 6.67 0.72
H -1.82 6.55 -0.19
H -1.85 6.84 1.60
H -1.17 3.99 -0.98
H 0.43 4.53 -0.29
H -0.44 3.00 0.15
H 0.37 4.94 2.33
H -1.16 5.27 3.10
H -0.27 2.43 2.53
H -0.41 3.28 4.07
H -2.83 3.60 3.78
H -2.37 1.98 3.52
H -1.46 1.72 0.81
H -2.99 1.87 -0.13
H -2.78 0.89 1.38
H -4.75 1.80 2.14
H -5.06 3.20 1.09
H -4.85 3.41 2.82
H -4.00 5.21 0.06
C -2.45 3.15 -5.57
C -1.70 2.26 -4.46
C -0.28 2.69 -4.33
C -2.26 2.47 -3.07
C -3.62 1.86 -2.90
C -3.50 0.36 -3.27
C -2.93 0.15 -4.67
C -2.54 -1.30 -4.87
C -4.00 0.52 -5.72
N -1.69 0.88 -4.76
O -1.15 0.67 -6.13
H -3.40 3.52 -5.20
H -1.95 4.05 -5.94
H -2.67 2.48 -6.38
H 0.25 2.61 -5.31
H -0.23 3.72 -4.02
H 0.20 2.14 -3.57
H -1.56 1.97 -2.41
H -2.30 3.55 -2.94
H -4.07 1.86 -1.88
H -4.24 2.35 -3.59
H -4.48 -0.12 -3.30
H -2.92 -0.14 -2.49
H -1.74 -1.47 -4.18
H -2.35 -1.57 -5.91
H -3.31 -1.97 -4.51
H -4.72 -0.31 -5.59
H -3.52 0.40 -6.71
H -4.48 1.51 -5.74
H -0.21 0.55 -5.89
C -3.35 -2.49 -0.31
O -2.06 -2.19 0.14
H -4.06 -1.60 -0.36
H -3.41 -3.00 -1.23
H -3.96 -3.18 0.34
H -1.51 -2.98 -0.03
C 2.67 2.18 -1.43
O 2.19 0.82 -1.34
H 2.24 2.94 -0.79
H 3.79 2.03 -1.23
H 2.69 2.60 -2.41
H 1.34 0.81 -1.78
C 0.37 -0.24 0.59
O -0.19 -0.29 -0.71
H 1.08 0.61 0.72
H -0.47 -0.24 1.36
H 1.01 -1.14 0.63
H -1.13 -0.49 -0.56
O 1.37 -0.05 -4.68
H 0.62 -0.06 -4.14
H 1.63 -0.97 -4.73

=====

25
Properties=species:S:1:pos:R:3 method="wB97M-V/def2-TZVPD" multiplicity=1 homo_energy_ev=-9.211 homo_lumo_gap_ha=0.345 relative_energy_kcal_mol=100.6
C -3.62 -0.41 1.06
C -2.50 -0.42 0.10
N -2.14 -1.46 -0.59
O -0.99 -1.26 -1.33
C -0.53 0.11 -1.07
O -0.39 0.86 -2.24
C 0.94 -0.14 -0.55
C 1.18 -1.17 0.35
C 2.44 -1.37 0.87
C 3.47 -0.51 0.44
C 3.21 0.48 -0.45
C 1.89 0.70 -0.94
C -1.52 0.66 -0.03
N -1.46 1.60 0.83
O -0.33 2.42 0.67
H -3.49 -1.27 1.65
H -4.61 -0.60 0.71
H -3.49 0.47 1.60
H -0.96 0.39 -2.92
H 0.35 -1.85 0.66
H 2.61 -2.26 1.44
H 4.53 -0.71 0.92
H 4.09 1.15 -0.77
H 1.85 1.58 -1.71
H -0.52 3.04 1.31

=====

20
Properties=species:S:1:pos:R:3 method="wB97M-V/def2-TZVPD" multiplicity=2 homo_energy_ev="-4.883 / -4.688" homo_lumo_gap_ha="0.239 / 0.238" charge=-1
Ru -0.02 -0.06 -0.26
O 3.28 0.87 2.00
C 2.21 0.62 1.48
O 1.96 0.30 0.26
C 0.94 0.67 2.39
C 0.88 0.98 3.72
C -0.38 0.97 4.33
C -1.52 0.66 3.61
C -1.37 0.37 2.26
N -0.16 0.39 1.73
C -2.48 0.00 1.26
O -3.62 -0.04 1.68
O -2.06 -0.24 0.06
H 1.79 1.22 4.26
H -0.47 1.21 5.38
H -2.51 0.65 4.04
S -0.22 -1.13 -4.70
C 0.03 -0.73 -3.14
S 0.03 0.82 -2.42
S 0.34 -1.77 -1.81

=====

6
Properties=species:S:1:pos:R:3 method="wB97M-V/def2-TZVPD" smiles=O[SiH](F)F multiplicity=1 homo_energy_ev=-11.987 homo_lumo_gap_ha=0.435
O 1.21 0.21 -0.52
Si -0.33 0.00 0.12
F -1.85 -0.93 0.06
F -0.82 1.51 -0.09
H 1.71 -0.37 -1.09
H 0.09 -0.42 1.52

=====

Energy (eV)
-22754.575, -49739.962, -76309.249, -10281.141, -18647.319, -11547.266, -17223.151, -13445.001, -9407.312, -300533.744, -50293.194, -64235.424, -19650.432, -53116.300, -15396.011